Molecular formula: C42H94N4O10
Method: DFT, the ωB97M-V functional and the def2-TZVPD basis

Calculated values
frontier orbital gap: 8.48 eV
M: 815.2 Da
2S+1: 1
energy above the lowest of the compared OMol25 structures with the same formula, charge and spin: 104.6 kcal per mole
HOMO: -7.9814 eV
LUMO energy: 0.5 eV
electronic energy: -2627.6711 a.u.
SMILES string: CC1(C)CCCC(C)(C)N1O.CC1(C)CCCC(C)(C)N1O.CC1(C)CCCC(C)(C)N1O.CC1(C)CCCC(C)(C)N1O.OCCO.OCCO.OCCO

Positions of all 150 atoms, in Å:
C (3.2041, 0.0933, 3.8556)
C (3.8465, -1.2448, 3.5943)
O (3.4946, -1.7269, 2.3537)
O (4.1573, 1.0987, 4.0498)
H (2.6305, 0.0774, 4.7824)
H (2.4754, 0.3738, 3.0952)
H (3.4265, -1.8805, 4.3738)
H (4.9001, -1.4131, 3.8173)
H (4.1430, -1.5379, 1.6715)
H (3.7148, 1.9499, 4.0157)
C (-0.3987, -4.5508, 2.3005)
C (-0.4561, -3.9873, 3.7873)
O (0.2960, -2.8232, 3.9288)
O (0.8726, -4.9168, 1.9428)
H (-0.9182, -3.7822, 1.7282)
H (-0.9706, -5.4502, 2.5288)
H (-0.1163, -4.7548, 4.4827)
H (-1.4799, -3.6334, 3.9092)
H (0.5799, -2.5842, 4.8141)
H (1.0511, -4.5607, 1.0694)
C (0.0706, -1.0512, 0.8371)
C (1.3503, -1.2954, 0.0614)
O (1.7556, -2.5166, 0.5625)
O (0.3479, -0.4851, 2.1050)
H (-0.5523, -1.9449, 0.8738)
H (-0.4985, -0.3158, 0.2686)
H (2.2054, -0.6466, 0.2510)
H (1.1698, -1.4928, -0.9953)
H (2.1172, -2.4074, 1.4450)
H (0.0754, -1.0938, 2.7955)
C (-3.6574, 1.2190, 0.6688)
C (-4.3320, 1.3400, -0.7386)
C (-5.1995, 2.6094, -0.6975)
C (-4.3819, 3.9418, -0.8318)
C (-3.5186, 3.8861, -2.0512)
C (-2.5484, 2.6575, -2.0035)
N (-3.2561, 1.3947, -1.8004)
O (-2.5600, 0.2035, -1.8985)
C (-2.1143, 2.6335, -3.5357)
C (-1.3485, 2.9288, -1.1501)
C (-5.2744, 0.1252, -1.0372)
H (-3.1211, 2.0596, 1.1091)
H (-2.7710, 0.5851, 0.6963)
H (-4.4028, 0.9870, 1.4295)
H (-5.9328, 2.4475, -1.4876)
H (-5.7091, 2.6968, 0.2620)
H (-3.8509, 4.2946, 0.0523)
H (-5.0769, 4.7353, -1.1064)
H (-3.0181, 4.8542, -2.0716)
H (-4.0170, 3.8619, -3.0203)
H (-1.5533, 3.5603, -3.6556)
H (-1.3105, 1.9338, -3.7649)
H (-2.8825, 2.4923, -4.2960)
H (-1.7282, 3.3578, -0.2228)
H (-0.8343, 2.0298, -0.8102)
H (-0.6451, 3.6796, -1.5102)
H (-6.1390, 0.2486, -0.3850)
H (-4.7734, -0.8426, -1.0152)
H (-5.7558, 0.0895, -2.0145)
H (-2.7740, -0.2060, -2.7400)
C (2.9504, 3.5991, 0.8234)
C (2.1391, 4.3296, 1.8847)
C (0.9459, 3.4679, 2.1944)
C (0.1244, 3.7848, 3.4428)
C (1.1063, 3.8309, 4.5524)
C (2.3707, 4.7395, 4.4566)
N (3.0156, 4.2935, 3.1611)
O (4.2422, 4.8888, 2.9126)
C (1.9917, 6.2215, 4.6350)
C (3.2368, 4.3103, 5.7570)
C (1.8454, 5.7506, 1.3087)
H (3.4452, 2.7325, 1.2617)
H (3.7479, 4.2392, 0.4460)
H (2.2915, 3.1379, 0.0877)
H (0.3078, 3.5678, 1.3164)
H (1.1174, 2.3915, 2.1998)
H (-0.6112, 2.9883, 3.5547)
H (-0.3339, 4.7544, 3.2481)
H (1.4176, 2.7931, 4.6713)
H (0.5646, 3.9678, 5.4883)
H (1.1096, 6.4805, 4.0494)
H (1.6683, 6.5273, 5.6299)
H (2.7124, 7.0120, 4.4256)
H (3.5410, 3.2849, 5.9672)
H (4.0911, 4.9648, 5.5842)
H (2.8241, 4.7873, 6.6460)
H (2.8437, 6.1171, 1.0699)
H (1.2763, 6.3209, 2.0429)
H (1.2633, 5.8718, 0.3951)
H (4.8397, 4.3998, 3.4831)
C (3.6831, -0.8126, -6.0049)
C (3.6234, 0.1076, -4.7788)
C (3.9332, -0.8362, -3.5052)
C (4.1373, 0.0034, -2.2526)
C (5.4099, 0.8330, -2.4495)
C (5.3771, 1.7342, -3.6777)
N (4.7264, 1.0833, -4.9054)
O (4.6638, 1.9059, -6.0360)
C (4.5514, 3.0209, -3.3487)
C (6.9053, 2.0341, -4.0423)
C (2.1381, 0.8169, -4.5917)
H (3.3967, -1.8521, -5.8450)
H (4.6975, -0.8366, -6.4030)
H (3.0335, -0.4100, -6.7821)
H (3.0967, -1.5145, -3.3368)
H (4.8094, -1.4838, -3.5374)
H (4.2102, -0.6000, -1.3478)
H (3.2394, 0.6002, -2.0920)
H (6.1995, 0.0949, -2.5900)
H (5.5599, 1.2716, -1.4630)
H (3.5377, 3.0332, -3.7491)
H (4.6191, 3.3859, -2.3239)
H (5.1288, 3.7971, -3.8510)
H (7.2921, 1.1790, -4.5967)
H (7.0692, 2.8646, -4.7289)
H (7.5010, 2.0977, -3.1316)
H (2.1626, 1.8118, -5.0364)
H (1.8013, 0.8616, -3.5561)
H (1.3425, 0.2917, -5.1203)
H (5.2476, 1.4612, -6.6548)
C (-3.8996, -7.9317, 0.0194)
C (-4.0774, -6.6643, -0.9900)
C (-5.5401, -6.5055, -1.4760)
C (-6.5247, -5.7616, -0.5185)
C (-5.8293, -4.4279, -0.2670)
C (-4.3886, -4.5223, 0.3779)
N (-3.5578, -5.3459, -0.4635)
O (-2.2517, -5.3920, 0.0704)
C (-3.8003, -3.1380, 0.3232)
C (-4.5157, -4.9771, 1.8515)
C (-3.2801, -6.9115, -2.2828)
H (-4.2212, -7.6285, 1.0157)
H (-2.8108, -7.9761, 0.0453)
H (-4.3413, -8.8244, -0.4235)
H (-5.5968, -5.8949, -2.3771)
H (-5.9878, -7.4860, -1.6380)
H (-6.5448, -6.5149, 0.2690)
H (-7.5636, -5.6417, -0.8258)
H (-6.5357, -3.6868, 0.1070)
H (-5.7548, -4.0661, -1.2926)
H (-4.4923, -2.4491, 0.8077)
H (-2.7762, -3.1027, 0.6949)
H (-3.7730, -2.7494, -0.6948)
H (-5.0464, -4.2150, 2.4222)
H (-5.2750, -5.7553, 1.7751)
H (-3.6735, -5.2290, 2.4960)
H (-3.6338, -6.0600, -2.8640)
H (-3.5771, -7.7639, -2.8937)
H (-2.2021, -6.7879, -2.1788)
H (-1.7146, -5.3912, -0.7253)